No. 1
Formula: C20H26N4O2S
Source: the Open Molecules 2025 dataset
Level of theory: ωB97M-V with the def2-TZVPD basis set

XYZ file:
```
53
C20H26N4O2S | the Open Molecules 2025 dataset | ωB97M-V with the def2-TZVPD basis set
C -5.175 1.068 -1.134
O -5.621 0.116 -0.191
C -5.631 0.572 1.146
C -4.255 0.599 1.821
C -3.648 -0.801 1.937
N -3.320 -1.323 0.630
C -2.054 -1.484 0.223
O -1.081 -1.428 0.950
C -1.894 -1.803 -1.274
N -0.574 -1.401 -1.707
C -0.253 -0.076 -1.613
S -1.448 1.058 -1.405
N 1.037 0.276 -1.789
C 1.482 1.641 -1.569
C 2.334 1.729 -0.330
C 1.769 1.450 0.909
C 2.549 1.459 2.050
C 3.900 1.756 1.965
C 4.465 2.050 0.737
C 3.685 2.034 -0.406
C 2.086 -0.664 -2.119
C 2.891 -1.148 -0.935
C 4.275 -1.235 -1.032
C 5.009 -1.676 0.054
C 4.323 -2.019 1.208
N 3.010 -1.943 1.314
C 2.311 -1.518 0.278
H -5.746 1.999 -1.047
H -5.350 0.630 -2.115
H -4.109 1.292 -1.026
H -6.284 -0.128 1.677
H -6.081 1.574 1.192
H -3.573 1.234 1.253
H -4.371 1.026 2.817
H -4.355 -1.478 2.429
H -2.720 -0.772 2.514
H -4.069 -1.251 -0.048
H -2.641 -1.267 -1.862
H -2.001 -2.877 -1.439
H 0.147 -2.044 -1.409
H 2.044 1.976 -2.448
H 0.590 2.263 -1.464
H 0.719 1.209 0.975
H 2.104 1.227 3.005
H 4.511 1.757 2.855
H 5.517 2.285 0.666
H 4.131 2.258 -1.366
H 1.656 -1.514 -2.660
H 2.766 -0.156 -2.814
H 4.772 -0.956 -1.951
H 6.085 -1.747 0.005
H 4.845 -2.369 2.089
H 1.244 -1.461 0.452
```

DFT total energy: -42053.1494 eV
E_HOMO: -8.130 eV
Kohn-Sham gap: 8.842 eV
ΔE to the lowest compared entry with this formula, charge and spin: 33.9 kcal per mole
net charge: 0

The computed Mulliken charges, all in e, follow:
1 C -0.499
2 O -0.409
3 C -0.604
4 C -0.378
5 C -0.775
6 N -0.210
7 C 0.756
8 O -0.687
9 C -1.136
10 N -0.099
11 C 0.537
12 S -0.551
13 N 0.335
14 C -1.570
15 C 0.743
16 C -0.131
17 C -0.684
18 C -0.459
19 C -0.632
20 C -0.414
21 C -1.939
22 C 1.249
23 C -0.829
24 C -0.386
25 C -0.520
26 N -0.553
27 C -0.373
28 H 0.365
29 H 0.208
30 H 0.103
31 H 0.314
32 H 0.366
33 H 0.153
34 H 0.403
35 H 0.327
36 H 0.382
37 H 0.306
38 H 0.426
39 H 0.415
40 H 0.370
41 H 0.419
42 H 0.488
43 H 0.475
44 H 0.401
45 H 0.410
46 H 0.393
47 H 0.406
48 H 0.586
49 H 0.436
50 H 0.402
51 H 0.428
52 H 0.400
53 H 0.836


No. 2
Formula: C4H2N3O7
Source: the Open Molecules 2025 dataset
Level of theory: ωB97M-V with the def2-TZVPD basis set

XYZ file:
```
16
C4H2N3O7 | the Open Molecules 2025 dataset | ωB97M-V with the def2-TZVPD basis set
C -0.560 -3.111 0.284
C -1.531 2.808 1.808
C 1.105 -0.168 -1.069
C 0.621 0.916 -0.088
N -1.135 -4.022 -0.246
N 0.917 -1.409 -0.899
N 0.793 2.216 -0.330
O -1.357 1.692 2.038
O 0.453 3.039 0.520
O -0.391 -1.873 0.461
O -1.704 3.936 1.810
O -1.455 -5.210 -0.378
O 1.193 -2.454 -1.386
O 1.436 2.584 -1.339
H 1.754 0.163 -1.797
H -0.139 0.891 0.612
```

DFT total energy: -22974.9457 eV
E_HOMO: -4.381 eV
Kohn-Sham gap: 6.120 eV
ΔE to the lowest compared entry with this formula, charge and spin: 49.1 kcal per mole
net charge: -1

The computed Mulliken charges, all in e, follow:
1 C 0.361
2 C 0.806
3 C -0.243
4 C -0.688
5 N 0.365
6 N 0.562
7 N 0.888
8 O -0.447
9 O -0.731
10 O -0.560
11 O -0.384
12 O -0.654
13 O -0.603
14 O -0.748
15 H 0.505
16 H 0.571


No. 3
Formula: C10H12OS
Source: the Open Molecules 2025 dataset
Level of theory: ωB97M-V with the def2-TZVPD basis set

XYZ file:
```
24
C10H12OS | the Open Molecules 2025 dataset | ωB97M-V with the def2-TZVPD basis set
C 0.710 2.491 0.246
C 1.398 1.336 0.300
C -0.611 2.448 -0.399
C 1.009 0.060 -0.465
C -0.543 -0.039 -0.514
C -1.346 -0.620 0.945
C 2.639 -2.022 -0.288
C -1.252 1.295 -0.754
C 1.550 -1.196 0.276
C -2.818 -0.755 1.017
O 1.279 -2.435 -0.228
S -3.711 -1.158 -0.367
H 1.159 3.474 0.759
H 2.462 1.274 0.721
H -1.075 3.313 -0.877
H 1.553 0.031 -1.416
H -0.973 -0.831 -1.280
H -1.050 -1.602 1.051
H -1.008 0.121 1.677
H 3.082 -1.885 -1.238
H 3.257 -2.518 0.467
H -2.326 1.336 -1.035
H 1.590 -1.099 1.401
H -4.974 -1.018 0.003
```

DFT total energy: -23440.7276 eV
E_HOMO: -7.753 eV
Kohn-Sham gap: 7.840 eV
ΔE to the lowest compared entry with this formula, charge and spin: 141.5 kcal per mole
net charge: 0

The computed Mulliken charges, all in e, follow:
1 C -0.355
2 C -0.766
3 C -0.341
4 C 0.624
5 C -0.167
6 C -0.234
7 C -0.573
8 C -0.598
9 C -0.206
10 C -0.757
11 O -0.445
12 S -0.105
13 H 0.260
14 H 0.272
15 H 0.364
16 H 0.347
17 H 0.431
18 H 0.498
19 H 0.298
20 H 0.307
21 H 0.264
22 H 0.280
23 H 0.429
24 H 0.174